--- 1 ---
12
Properties=species:S:1:pos:R:3:nbo_charge:R:1 method="wB97M-V/def2-TZVPD" gap_ev=9.704 homo_ev=-9.40 smiles="O=C(O)c1c[nH]cn1"
C 0.9494 -1.6772 -0.0022 0.75
C 0.1354 -0.4501 -0.1280 -0.08
C -0.7272 0.1888 -0.9726 -0.04
C -0.4436 1.4478 0.7498 0.19
H 2.3665 -0.8014 0.7442 0.49
H -0.9303 -0.3430 -1.8026 0.24
H -1.9660 2.0035 -0.8863 0.44
H -0.9276 2.2499 1.3465 0.18
N -1.1565 1.2991 -0.3801 -0.53
N 0.2165 0.4989 1.0348 -0.45
O 2.1014 -1.6611 0.5964 -0.62
O 0.3819 -2.7551 -0.3000 -0.58

--- 2 ---
12
Properties=species:S:1:pos:R:3:nbo_charge:R:1 method="wB97M-V/def2-TZVPD" gap_ev=8.568 homo_ev=-9.22
C 0.5475 0.1309 -0.6980 0.28
C -0.2832 0.6939 0.4281 0.43
C -1.3104 0.0517 1.1243 -0.12
C -2.2507 -0.3324 1.6698 -0.09
H 1.2767 0.4115 -2.8176 0.44
H 1.2947 1.8943 -1.5230 0.42
H 0.5767 -2.6840 0.2366 0.49
H -3.0096 -0.3678 2.4704 0.25
N 0.9477 0.9043 -1.7515 -0.84
N 1.4040 -0.8889 -0.3938 -0.11
O 0.7082 -1.7308 0.4517 -0.64
O 0.0983 1.9173 0.8031 -0.51

Most stable one: 1, least stable one: 2.

--- 1 ---
16
Properties=species:S:1:pos:R:3:nbo_charge:R:1 method="wB97M-V/def2-TZVPD" charge=+1 gap_ev=9.158 homo_ev=-14.06 smiles="C/C=C(/C)C=[NH2+]"
C 1.2690 -0.1885 0.6038 -0.14
C -1.2537 0.3485 0.0749 0.25
C 0.4895 -0.0374 -0.4514 0.07
C 1.1384 -0.7933 1.9712 -0.66
C 0.5847 0.0502 -1.9444 -0.66
N -2.4122 0.7179 -0.4238 -0.65
H 2.4128 -0.0843 0.2580 0.26
H -1.3308 0.5764 1.1788 0.19
H 0.6605 -0.0233 2.6581 0.24
H 2.0489 -0.9842 2.4282 0.26
H 0.4164 -1.6042 2.0129 0.25
H 1.5473 -0.0305 -2.2440 0.25
H 0.3372 0.9214 -2.4176 0.24
H -0.1616 -0.7104 -2.4993 0.24
H -2.7609 0.5322 -1.3489 0.43
H -2.9854 1.3097 0.1435 0.43

--- 2 ---
16
Properties=species:S:1:pos:R:3:nbo_charge:R:1 method="wB97M-V/def2-TZVPD" charge=+1 gap_ev=7.691 homo_ev=-12.99
C -3.2201 0.6656 2.3468 -0.36
C -2.3363 0.6251 1.3494 -0.43
C 1.7172 0.1342 0.2014 0.27
C 2.5580 -0.8099 -2.1265 -0.42
C 0.4184 -0.1319 -0.5843 -0.19
N 1.8179 -0.3038 -0.9919 -0.18
H -1.3128 1.0768 1.4992 0.17
H -2.3533 -0.0428 0.3963 0.18
H 2.3304 0.2208 1.1248 0.29
H 1.9468 -0.4368 -3.0009 0.25
H 3.4611 -0.3152 -2.2257 0.26
H 2.4139 -1.8892 -2.0134 0.27
H -0.1266 -1.0587 -0.4568 0.23
H -3.0665 1.4584 3.1339 0.21
H -0.0374 0.6829 -1.0138 0.22
H -4.2104 0.1243 2.3615 0.22

Most stable one: 1, least stable one: 2.

--- 1 ---
14
Properties=species:S:1:pos:R:3:nbo_charge:R:1 method="wB97M-V/def2-TZVPD" gap_ev=9.855 homo_ev=-9.54 smiles="CN(C)N(Cl)C=O"
C 2.6053 -1.0177 0.4670 0.50
C -0.2944 -0.7790 -0.7653 -0.42
C -0.3626 0.8387 0.9411 -0.43
N 1.7664 -0.0179 0.0655 -0.31
N 0.3837 -0.2219 0.4191 -0.26
O 3.8177 -1.0903 0.2692 -0.58
Cl 2.3239 1.3689 -0.8754 0.11
H 2.0818 -1.6540 1.0588 0.14
H 0.1229 -1.7911 -1.0497 0.21
H -1.4234 -0.8485 -0.4738 0.21
H -0.0744 -0.1149 -1.5376 0.19
H 0.3804 1.5069 1.5145 0.22
H -0.8962 1.5944 0.2233 0.18
H -1.0143 0.3861 1.6063 0.21

--- 2 ---
14
Properties=species:S:1:pos:R:3:nbo_charge:R:1 method="wB97M-V/def2-TZVPD" gap_ev=9.947 homo_ev=-9.19
C 0.3629 1.6740 -0.2338 -0.30
C -0.2968 -0.6334 0.1796 0.43
C -1.6689 -0.9427 0.4437 -0.45
H -0.2496 1.4926 -1.4167 0.20
H 1.5530 1.6616 -0.6239 0.20
H 0.1068 2.7040 0.2893 0.22
H -2.0475 -1.9947 0.3690 0.25
H -1.8621 -0.6591 1.4823 0.24
H 2.0415 -0.1557 0.3157 0.35
H 2.5542 -1.4667 -0.2894 0.36
N 0.5701 -1.3982 -0.4190 -0.23
N 1.8563 -0.7822 -0.3998 -0.66
O 0.0377 0.5759 0.6769 -0.56
Cl -2.9575 -0.0755 -0.3738 -0.04

Most stable one: 1, least stable one: 2.

--- 1 ---
12
Properties=species:S:1:pos:R:3:nbo_charge:R:1 method="wB97M-V/def2-TZVPD" gap_ev=7.971 homo_ev=-8.82 smiles="CCC#CC=S"
C -2.9477 -0.4408 0.2076 -0.33
C -0.4054 0.0949 0.0600 0.12
C -1.5853 -0.0585 0.2183 -0.12
C 2.0838 -0.0415 -0.5980 -0.59
C 0.9380 0.4083 0.3590 -0.49
S -4.1675 0.6595 0.1584 0.07
H -3.1281 -1.5809 0.3946 0.23
H 2.9039 -0.4160 -0.1106 0.21
H 2.3995 0.7917 -1.2686 0.21
H 1.8105 -0.8409 -1.2200 0.21
H 1.0179 1.5273 0.5740 0.23
H 1.0802 -0.1031 1.2252 0.24

--- 2 ---
12
Properties=species:S:1:pos:R:3:nbo_charge:R:1 method="wB97M-V/def2-TZVPD" gap_ev=7.403 homo_ev=-8.58
C -0.7160 1.6179 0.7784 -0.32
C -0.4407 1.3657 -0.4301 -0.25
C 0.4486 0.3024 -0.8260 -0.12
C 0.8701 -0.9265 -0.3328 -0.31
C 0.2749 -1.8203 0.6889 -0.30
H -0.4042 1.0968 1.7352 0.22
H -1.2624 2.4648 0.8021 0.19
H -0.8654 1.7691 -1.3714 0.22
H 0.8463 0.6126 -1.8279 0.20
H 1.7107 -1.5327 -0.8782 0.23
H 0.9522 -2.9698 0.8585 0.22
S -1.4144 -1.9800 0.8032 0.02

--- 3 ---
12
Properties=species:S:1:pos:R:3:nbo_charge:R:1 method="wB97M-V/def2-TZVPD" gap_ev=7.530 homo_ev=-8.68 smiles="C=CC(=S)C=C"
C 2.4759 -0.4841 -0.0010 -0.26
C 1.2179 -0.9700 -0.0059 -0.29
C 0.0034 -0.1717 0.0011 -0.14
C -1.2419 -0.9699 0.0031 -0.29
C -2.4722 -0.4645 -0.0100 -0.27
H 3.3633 -1.1414 -0.0138 0.21
H 2.6215 0.5788 0.0637 0.21
H 1.0686 -2.0509 -0.0128 0.20
H -1.1232 -2.0579 0.0170 0.21
H -3.3574 -1.1134 0.0469 0.20
H -2.6400 0.6137 -0.0009 0.22
S 0.0106 1.4708 -0.0015 0.00

--- 4 ---
12
Properties=species:S:1:pos:R:3:nbo_charge:R:1 method="wB97M-V/def2-TZVPD" gap_ev=7.959 homo_ev=-8.55 smiles="CC#CC(C)=S"
C 0.3307 -0.0324 -0.1950 -0.11
C 0.4533 -1.0596 0.3873 0.09
C 0.1966 1.2564 -0.8389 -0.14
C 0.6453 -2.3498 0.9588 -0.70
C -1.0978 1.9113 -0.6914 -0.68
S 1.5549 2.0602 -1.1574 0.08
H 0.1307 -3.1661 0.4493 0.25
H 0.3871 -2.3730 2.0747 0.25
H 1.7293 -2.5461 0.7568 0.25
H -1.3552 2.7002 -1.4260 0.25
H -1.8496 1.0531 -0.5610 0.23
H -1.1255 2.5459 0.2428 0.26

Most stable one: 3, least stable one: 2.

--- 1 ---
13
Properties=species:S:1:pos:R:3:nbo_charge:R:1 method="wB97M-V/def2-TZVPD" gap_ev=11.243 homo_ev=-10.40 smiles=COC[C@@H](F)C#N
C -2.0431 0.5437 -0.0717 0.23
C 1.7047 0.4969 0.9319 -0.24
C 0.1985 -0.3234 -0.6861 -0.08
C -1.4307 -0.6399 -0.6345 0.11
N -2.5544 1.4199 0.4413 -0.28
O 0.4005 0.0283 0.6852 -0.55
F -1.6064 -1.7576 0.1399 -0.31
H 1.9546 1.3094 0.3213 0.17
H 2.2677 -0.3676 0.6486 0.16
H 1.8832 0.6398 1.9664 0.20
H 0.3622 0.5966 -1.2388 0.19
H 0.6589 -1.2865 -0.8811 0.20
H -1.7956 -0.6597 -1.6223 0.20

--- 2 ---
13
Properties=species:S:1:pos:R:3:nbo_charge:R:1 method="wB97M-V/def2-TZVPD" gap_ev=10.942 homo_ev=-10.13 smiles="C/C(=C/F)C(N)=O"
C -0.0755 -1.5262 0.9156 -0.61
C -0.1452 -0.3026 -0.0563 -0.18
C -0.8503 -0.4599 -1.1678 0.26
C 0.5812 0.8858 0.4366 0.63
H -0.5132 -1.1557 1.8513 0.23
H 0.9458 -1.8941 1.0789 0.23
H -0.5734 -2.4336 0.5501 0.21
H -1.3537 -1.3697 -1.4780 0.19
H 1.0262 2.7827 0.0573 0.40
H 0.1623 2.0304 -1.2568 0.41
N 0.5476 1.9907 -0.3352 -0.81
O 1.1657 0.9003 1.5137 -0.61
F -0.9173 0.5521 -2.1095 -0.36

Most stable one: 2, least stable one: 1.

--- 1 ---
13
Properties=species:S:1:pos:R:3:nbo_charge:R:1 method="wB97M-V/def2-TZVPD" gap_ev=8.852 homo_ev=-8.38 smiles="N=C=CO.C=CF"
C 1.7951 0.8420 -0.2740 0.27
C -1.3390 -1.4992 0.0343 -0.49
C 0.7494 1.2488 0.4067 -0.05
C -1.7880 -0.4141 -0.5637 0.24
N 2.3895 0.0871 -1.0683 -0.63
O 0.5159 0.9648 1.7910 -0.70
F -3.0443 -0.0162 -0.2740 -0.35
H -2.0923 -2.2205 0.4787 0.22
H 3.3254 0.2226 -1.5564 0.39
H -0.3874 -1.8311 -0.0345 0.21
H 0.0302 2.0742 0.0510 0.23
H -1.2951 0.3193 -1.2079 0.18
H 1.1404 0.2224 2.2171 0.49

--- 2 ---
13
Properties=species:S:1:pos:R:3:nbo_charge:R:1 method="wB97M-V/def2-TZVPD" gap_ev="7.428 / 6.908" homo_ev="-8.78 / -8.62"
C -1.4382 -0.9330 1.3695 0.52
C 0.7531 0.9246 -0.9053 -0.55
C -0.4859 -0.0656 -0.6998 -0.21
C 1.5883 0.5508 0.2549 0.55
N -0.4807 -0.3193 0.6814 -0.59
O -1.5028 -1.3213 2.4995 -0.60
F 2.4099 -0.5241 0.1753 -0.29
H -2.2212 -0.9472 0.5384 0.07
H 1.3753 0.6556 -1.8746 0.26
H 0.2446 1.9366 -0.7641 0.27
H -1.4029 0.3127 -1.2956 0.18
H -0.4390 -1.1030 -1.2186 0.18
H 1.5994 0.8333 1.2390 0.21

Most stable one: 1, least stable one: 2.